52
Properties=species:S:1:pos:R:3:lowdin_charge:R:1 method="wB97M-V/def2-TZVPD" charge=-2 total_energy_ha=-5220.24719 e_homo_ev=-0.3620 orbital_gap_ev=2.626 spin_multiplicity=1
Ir -0.636 0.380 1.177 0.934
C -4.583 -2.013 2.535 -0.162
C -3.548 -1.019 2.081 -0.795
S -1.929 -1.561 2.223 0.723
C -3.902 0.223 1.623 -0.815
C -5.331 0.664 1.475 -0.170
S -2.770 1.447 1.170 0.556
H -4.080 -2.938 2.799 0.039
H -5.309 -2.221 1.749 0.061
H -5.116 -1.636 3.409 0.074
H -6.025 -0.154 1.631 0.046
H -5.484 1.067 0.476 0.050
H -5.556 1.459 2.184 0.061
O 0.275 -1.333 3.848 -0.612
Se 0.116 0.180 4.342 0.608
O -1.134 0.392 5.301 -0.487
O -0.099 1.133 2.931 -0.722
O 1.464 0.722 5.009 -0.533
C 4.794 -0.350 3.012 -0.150
C 3.747 -0.803 2.015 -0.350
S 2.144 0.081 2.319 0.933
O 1.430 -0.303 1.062 -0.605
C 2.701 1.807 2.027 -0.349
C 3.202 2.075 0.625 -0.132
H 5.597 -1.079 3.116 0.063
H 4.322 -0.212 3.982 0.076
H 5.239 0.593 2.709 0.058
H 3.486 -1.849 2.169 0.086
H 4.031 -0.678 0.975 0.073
H 3.425 2.027 2.809 0.081
H 1.796 2.382 2.226 0.081
H 4.117 1.527 0.399 0.058
H 3.394 3.140 0.507 0.070
H 2.434 1.789 -0.090 0.046
O 0.323 1.512 -1.005 -0.007
C -0.211 0.489 -1.447 -0.626
O -0.917 -0.271 -0.689 -0.208
C -0.128 0.094 -2.883 -0.075
C -0.219 1.073 -3.862 0.114
C -0.239 0.691 -5.220 -0.139
C -0.098 -0.648 -5.566 0.088
C 0.054 -1.614 -4.578 -0.135
C 0.006 -1.247 -3.217 0.123
N 0.254 -2.955 -4.951 -0.332
O 0.236 -3.251 -6.161 0.046
O 0.457 -3.800 -4.063 0.075
N -0.413 1.660 -6.225 -0.330
O -0.530 2.853 -5.889 0.064
O -0.451 1.299 -7.418 0.047
H -0.315 2.110 -3.593 0.135
H -0.104 -0.937 -6.606 0.125
H 0.081 -1.997 -2.449 0.141

---

141
Properties=species:S:1:pos:R:3:lowdin_charge:R:1 method="wB97M-V/def2-TZVPD" charge=0 total_energy_ha=-3684.97181 e_homo_ev=-9.1157 smiles="[H]/N=C/Cc1cc([PH2]=O)c(COCCOCC)c2c1C(=O)N([PH2]=O)C2=O.c1ccccc1.c1ccccc1.c1ccccc1.c1ccccc1.c1ccccc1.c1ccccc1.c1ccccc1.c1ccccc1" orbital_gap_ev=7.795 spin_multiplicity=1
C 0.120 -1.445 4.870 -0.076
C 0.302 0.027 5.394 -0.271
O -0.703 0.909 4.876 -0.162
C -0.153 2.203 4.638 -0.190
C -1.221 3.245 4.163 -0.174
O -2.326 3.383 5.064 -0.124
C -3.568 3.576 4.394 -0.156
C -4.454 2.318 4.664 -0.078
C -5.259 2.161 5.894 -0.215
P -5.343 3.449 7.240 0.748
O -6.515 3.129 8.149 -0.490
C -6.059 0.956 6.145 0.017
C -6.072 -0.134 5.162 -0.136
C -6.884 -1.441 5.448 -0.106
C -6.018 -2.266 6.485 -0.207
N -4.845 -2.580 6.094 0.099
C -5.319 0.011 3.938 -0.029
C -4.519 1.242 3.704 -0.014
C -3.863 1.053 2.303 -0.349
O -2.889 1.516 1.802 0.129
N -4.733 0.052 1.669 -0.089
P -6.224 0.768 1.074 0.730
O -6.030 1.562 -0.179 -0.428
C -5.140 -0.923 2.701 -0.411
O -5.239 -2.097 2.562 0.157
H 1.037 -2.075 5.024 0.081
H -0.711 -1.947 5.430 0.073
H -0.141 -1.454 3.784 0.062
H 1.343 0.370 5.132 0.116
H 0.271 -0.031 6.519 0.122
H 0.336 2.584 5.574 0.132
H 0.606 2.129 3.811 0.137
H -1.498 2.979 3.113 0.104
H -0.712 4.254 4.114 0.135
H -3.491 3.704 3.287 0.115
H -4.122 4.459 4.828 0.114
H -5.496 4.731 6.626 0.016
H -4.179 3.397 8.079 0.034
H -6.651 0.841 7.079 0.115
H -7.869 -1.121 5.868 0.114
H -6.999 -2.011 4.496 0.110
H -6.391 -2.518 7.509 0.116
H -4.351 -3.083 6.840 0.056
H -6.755 1.663 2.062 0.048
H -7.213 -0.235 0.831 0.046
C 0.506 -3.234 1.187 -0.103
C 0.601 -4.605 0.980 -0.098
C 1.850 -5.208 0.882 -0.098
C 3.003 -4.441 1.001 -0.094
C 2.907 -3.071 1.211 -0.104
C 1.659 -2.466 1.300 -0.113
H -0.468 -2.763 1.260 0.102
H -0.298 -5.204 0.894 0.099
H 1.924 -6.276 0.714 0.094
H 3.977 -4.912 0.929 0.101
H 3.806 -2.473 1.305 0.103
H 1.585 -1.396 1.458 0.105
C 1.074 -0.231 -3.449 -0.093
C 0.841 -1.308 -2.602 -0.087
C 1.906 -2.066 -2.131 -0.093
C 3.206 -1.741 -2.499 -0.090
C 3.439 -0.662 -3.343 -0.104
C 2.373 0.091 -3.822 -0.101
H 0.243 0.358 -3.818 0.101
H -0.173 -1.557 -2.309 0.102
H 1.723 -2.909 -1.476 0.085
H 4.037 -2.329 -2.128 0.100
H 4.454 -0.408 -3.629 0.092
H 2.555 0.929 -4.484 0.094
C 5.154 0.110 -6.784 -0.094
C 5.448 1.347 -6.224 -0.095
C 6.402 2.168 -6.813 -0.098
C 7.057 1.754 -7.967 -0.099
C 6.761 0.518 -8.529 -0.095
C 5.812 -0.306 -7.935 -0.093
H 4.411 -0.531 -6.322 0.093
H 4.932 1.673 -5.328 0.092
H 6.636 3.130 -6.372 0.092
H 7.798 2.396 -8.429 0.093
H 7.270 0.197 -9.430 0.101
H 5.585 -1.272 -8.370 0.101
C -1.332 -7.991 -1.868 -0.092
C -1.236 -9.362 -2.076 -0.096
C 0.012 -9.965 -2.174 -0.094
C 1.165 -9.198 -2.054 -0.110
C 1.069 -7.828 -1.843 -0.100
C -0.179 -7.223 -1.755 -0.096
H -2.305 -7.521 -1.796 0.101
H -2.135 -9.961 -2.162 0.100
H 0.087 -11.033 -2.342 0.101
H 2.139 -9.668 -2.126 0.097
H 1.969 -7.230 -1.749 0.098
H -0.253 -6.154 -1.596 0.094
C -9.076 5.815 5.938 -0.096
C -8.273 6.248 6.987 -0.109
C -7.787 7.550 7.000 -0.100
C -8.112 8.423 5.968 -0.099
C -8.918 7.991 4.921 -0.099
C -9.396 6.686 4.904 -0.098
H -9.451 4.798 5.928 0.101
H -8.025 5.568 7.796 0.090
H -7.156 7.885 7.815 0.100
H -7.738 9.440 5.980 0.099
H -9.173 8.672 4.118 0.100
H -10.020 6.348 4.085 0.099
C 9.383 4.599 -6.464 -0.098
C 10.184 4.982 -5.395 -0.093
C 10.741 6.254 -5.364 -0.098
C 10.488 7.148 -6.398 -0.098
C 9.683 6.767 -7.464 -0.097
C 9.134 5.491 -7.500 -0.095
H 8.952 3.605 -6.490 0.079
H 10.376 4.286 -4.586 0.101
H 11.371 6.550 -4.534 0.100
H 10.918 8.143 -6.371 0.100
H 9.485 7.465 -8.270 0.100
H 8.511 5.192 -8.335 0.098
C 4.330 -10.175 -5.222 -0.095
C 5.608 -10.052 -5.753 -0.100
C 6.180 -8.795 -5.906 -0.099
C 5.477 -7.661 -5.519 -0.098
C 4.201 -7.783 -4.984 -0.093
C 3.625 -9.040 -4.839 -0.097
H 3.883 -11.155 -5.106 0.100
H 6.159 -10.938 -6.049 0.099
H 7.174 -8.699 -6.326 0.099
H 5.925 -6.680 -5.633 0.100
H 3.653 -6.898 -4.680 0.100
H 2.627 -9.134 -4.428 0.082
C -2.514 5.382 -1.680 -0.094
C -2.114 6.506 -0.966 -0.101
C -1.929 6.427 0.408 -0.098
C -2.136 5.221 1.068 -0.094
C -2.533 4.095 0.354 -0.081
C -2.726 4.178 -1.020 -0.077
H -2.662 5.445 -2.752 0.100
H -1.946 7.444 -1.483 0.099
H -1.623 7.305 0.965 0.099
H -1.987 5.160 2.140 0.076
H -2.694 3.150 0.868 0.058
H -3.041 3.303 -1.576 0.106

---

19
Properties=species:S:1:pos:R:3:lowdin_charge:R:1 method="wB97M-V/def2-TZVPD" charge=0 total_energy_ha=-361.16510 e_homo_ev=-8.1300 smiles=N[C@@H]1CN[C@@H]2C[C@@]12N orbital_gap_ev=9.103 spin_multiplicity=1
C 0.333 0.984 -0.097 -0.273
C -1.070 0.636 -1.025 -0.089
C 0.361 -1.284 -0.869 -0.265
C 1.285 -1.799 0.256 -0.019
C 0.602 -0.501 0.488 -0.422
H 0.908 1.824 1.726 0.123
H -0.285 2.972 0.805 0.131
H 1.208 1.238 -0.683 0.102
H -0.814 1.248 -1.899 0.082
H -1.830 1.283 -0.447 0.113
H -1.542 -1.285 -1.876 0.140
H 1.025 -0.916 -1.696 0.132
H 2.320 -1.773 -0.215 0.123
H 0.902 -2.461 1.128 0.137
H -1.303 -0.831 1.069 0.030
H -0.686 0.248 1.878 0.039
N 0.059 1.926 1.034 -0.061
N -1.017 -0.920 -0.999 -0.079
N -0.458 -0.590 1.421 0.059

---

11
Properties=species:S:1:pos:R:3:lowdin_charge:R:1 method="wB97M-V/def2-TZVPD" charge=0 total_energy_ha=-438.80512 e_homo_ev=-9.6874 smiles=Oc1cc(F)cnn1 orbital_gap_ev=10.037 spin_multiplicity=1
C -1.118 0.179 -0.003 -0.378
C 0.093 0.854 -0.143 0.073
C 1.216 0.071 -0.051 -0.268
C 1.065 -1.297 0.177 -0.081
H -2.153 1.756 -0.214 0.100
H 0.153 1.934 -0.318 0.136
H 1.959 -1.939 0.275 0.128
N -0.125 -1.857 0.302 0.031
N -1.215 -1.122 0.215 0.078
O -2.307 0.825 -0.064 0.088
F 2.431 0.597 -0.177 0.093

---

49
Properties=species:S:1:pos:R:3:lowdin_charge:R:1 method="wB97M-V/def2-TZVPD" charge=-1 total_energy_ha=-4535.40334 e_homo_ev=-5.9340 orbital_gap_ev=8.062 spin_multiplicity=1
C -0.617 0.408 -3.932 -0.074
C -1.957 -0.099 -3.370 -0.457
C -1.824 -1.524 -2.834 -0.097
C -2.556 0.922 -2.361 -0.199
Si -2.438 0.576 -0.520 0.441
F -1.142 -0.292 -0.156 -0.119
C -2.304 2.239 0.323 -0.255
C -0.860 2.791 0.391 -0.313
C -0.301 2.921 1.816 -0.566
S 0.745 1.544 2.382 0.777
C -4.041 -0.274 0.001 -0.271
C -4.131 -1.027 1.336 -0.767
C -4.059 -2.556 1.178 -0.136
Br -2.846 -0.429 2.674 0.728
H 0.076 -0.406 -4.138 0.074
H -0.152 1.134 -3.267 0.072
H -0.787 0.935 -4.873 0.072
H -2.656 -0.140 -4.208 0.114
H -0.951 -1.629 -2.194 0.077
H -2.724 -1.867 -2.322 0.062
H -1.669 -2.203 -3.676 0.078
H -3.630 1.006 -2.565 0.081
H -2.142 1.911 -2.566 0.075
H -2.778 2.243 1.303 0.046
H -2.895 2.914 -0.307 0.073
H -0.825 3.775 -0.082 0.096
H -0.171 2.163 -0.179 0.079
H -1.104 3.013 2.547 0.057
H 0.296 3.830 1.883 0.057
H 1.684 1.728 1.458 -0.106
H -4.789 0.524 -0.012 0.083
H -4.323 -0.962 -0.799 0.063
H -5.098 -0.792 1.767 0.066
H -4.990 -3.002 1.530 0.072
H -3.247 -2.993 1.751 0.054
H -3.963 -2.837 0.131 0.064
B 5.787 -1.042 1.686 -0.874
O 6.246 -1.094 0.287 0.228
C 7.202 -2.002 0.161 -0.393
O 7.784 -2.288 -0.844 0.138
C 7.431 -2.632 1.564 -0.393
O 8.222 -3.490 1.829 0.139
O 6.592 -2.045 2.402 0.229
O 5.952 0.306 2.263 0.230
C 4.782 0.776 2.662 -0.390
O 4.572 1.840 3.166 0.139
C 3.717 -0.312 2.349 -0.382
O 2.540 -0.231 2.571 -0.009
O 4.340 -1.331 1.791 0.236

---

7
Properties=species:S:1:pos:R:3:lowdin_charge:R:1 method="wB97M-V/def2-TZVPD" charge=+1 total_energy_ha=-278.55012 e_homo_ev=-18.9498 orbital_gap_ev=13.462 spin_multiplicity=1
C 1.742 0.239 -0.010 -0.136
N -3.227 0.384 -0.028 0.140
N -2.145 0.221 -0.038 0.049
N 0.636 -0.342 0.024 0.266
O 2.725 0.779 -0.041 0.401
H 0.620 -1.360 0.113 0.186
H -0.352 0.079 -0.020 0.096

---

42
Properties=species:S:1:pos:R:3:lowdin_charge:R:1 method="wB97M-V/def2-TZVPD" charge=0 total_energy_ha=-1618.17575 e_homo_ev="-8.4270 / -8.1515" orbital_gap_ev="7.887 / 6.356" spin_multiplicity=4 s2=3.7643
Pd -0.863 -0.492 -2.377 1.088
C 1.767 2.687 5.925 -0.087
C 0.445 2.000 5.607 -0.163
N 0.398 1.548 4.185 -0.044
C -0.049 2.427 3.154 0.032
C -0.026 1.680 1.951 0.037
N 0.348 0.374 2.286 -0.095
C 0.716 0.369 3.610 0.012
C 0.530 -0.667 1.372 -0.020
H 2.630 2.029 5.821 0.076
H 1.712 3.004 6.966 0.082
H 2.106 3.507 5.292 0.079
H -0.352 2.714 5.809 0.123
H 0.313 1.287 6.421 0.125
H -0.294 3.464 3.332 0.128
H -0.274 1.962 0.938 0.079
H 1.043 -0.503 4.156 0.163
H -0.043 -0.363 0.496 0.063
H 0.093 -1.605 1.715 0.115
H 1.583 -0.734 1.100 0.121
C -0.636 -4.500 -1.178 0.004
C -0.660 -2.962 -1.280 -0.689
O 0.395 -2.330 -1.573 -0.065
O -1.726 -2.290 -1.197 -0.090
H 0.236 -4.872 -0.641 0.070
H -0.586 -4.941 -2.174 0.085
H -1.458 -4.915 -0.596 0.073
C 2.346 2.296 -3.068 0.011
C 1.214 1.264 -2.787 -0.698
O 0.184 1.185 -3.493 -0.079
O 1.230 0.518 -1.800 -0.069
H 2.375 2.650 -4.099 0.075
H 3.326 1.862 -2.870 0.070
H 2.312 3.141 -2.382 0.073
C -2.983 -2.071 -5.787 0.007
C -2.146 -1.358 -4.766 -0.729
O -1.063 -1.797 -4.395 0.004
O -2.640 -0.391 -4.141 -0.002
H -3.756 -2.794 -5.526 0.090
H -2.219 -2.499 -6.435 0.079
H -3.381 -1.289 -6.434 0.082
Cl -2.149 1.405 -1.137 -0.218

---

119
Properties=species:S:1:pos:R:3:lowdin_charge:R:1 method="wB97M-V/def2-TZVPD" charge=0 total_energy_ha=-2215.85281 e_homo_ev=-8.5473 smiles=COC[C@H](C)N.COCCNCCOC.COCCNCCOC.CO.CO.CO.CO.CO.CO.CO.CO.CO orbital_gap_ev=8.654 spin_multiplicity=1
C -9.268 -6.022 -0.341 -0.207
O -9.219 -5.388 -1.581 -0.094
H -9.681 -7.030 -0.295 0.071
H -8.269 -6.107 0.086 0.080
H -9.883 -5.610 0.459 0.071
H -10.132 -5.372 -1.878 0.072
C -18.003 -10.124 -8.023 -0.188
O -19.378 -10.346 -7.942 -0.115
H -17.366 -10.991 -7.848 0.073
H -17.774 -9.776 -9.030 0.076
H -17.816 -9.291 -7.345 0.080
H -19.620 -10.733 -8.787 0.075
C -7.852 -1.966 -6.063 -0.179
O -7.135 -3.020 -5.469 -0.115
H -8.594 -1.636 -5.336 0.073
H -7.316 -1.075 -6.389 0.076
H -8.372 -2.350 -6.941 0.070
H -7.712 -3.450 -4.833 0.074
C -10.111 -13.460 -0.963 -0.167
O -11.201 -12.647 -0.527 -0.117
H -9.215 -13.138 -0.432 0.072
H -10.124 -14.543 -0.839 0.069
H -9.890 -13.337 -2.023 0.071
H -11.743 -12.230 -1.201 0.072
C -13.299 0.057 -3.503 -0.168
O -14.661 0.415 -3.550 -0.130
H -13.132 -0.618 -4.342 0.067
H -12.745 0.937 -3.829 0.079
H -13.052 -0.455 -2.572 0.082
H -14.711 1.276 -3.970 0.069
C -10.395 -12.465 -8.296 -0.163
O -9.264 -12.864 -9.042 -0.137
H -9.962 -11.971 -7.426 0.076
H -10.969 -11.855 -8.994 0.080
H -10.959 -13.333 -7.957 0.075
H -9.059 -13.787 -8.876 0.070
C -19.435 -15.292 -6.258 -0.165
O -19.861 -14.356 -5.278 -0.124
H -18.656 -15.850 -5.738 0.069
H -20.158 -16.080 -6.467 0.076
H -19.024 -14.808 -7.144 0.077
H -19.364 -13.556 -5.463 0.067
C -22.017 -9.238 -2.033 -0.164
O -21.758 -8.059 -1.291 -0.131
H -21.982 -10.084 -1.347 0.080
H -23.006 -9.288 -2.488 0.069
H -21.298 -9.260 -2.852 0.075
H -21.606 -7.281 -1.832 0.071
C -17.935 -4.098 0.168 -0.184
O -17.725 -5.465 -0.041 -0.118
H -18.739 -3.780 -0.496 0.073
H -18.224 -3.772 1.167 0.073
H -17.002 -3.582 -0.059 0.080
H -18.485 -5.989 0.223 0.075
C -24.754 -13.103 6.203 -0.117
O -25.299 -12.544 4.992 -0.182
C -25.336 -13.367 3.778 -0.188
C -24.117 -14.237 3.475 -0.213
N -22.910 -13.414 3.251 -0.050
C -21.904 -14.248 2.594 -0.233
C -20.560 -13.563 2.654 -0.179
O -19.855 -13.871 3.932 -0.198
C -18.458 -13.589 3.927 -0.127
H -23.699 -13.376 6.224 0.071
H -25.205 -14.027 6.563 0.079
H -24.939 -12.391 7.008 0.085
H -25.753 -12.826 2.928 0.118
H -26.180 -14.054 3.833 0.103
H -24.389 -14.868 2.629 0.121
H -23.868 -14.888 4.313 0.109
H -22.506 -13.016 4.087 0.104
H -22.185 -14.590 1.599 0.118
H -21.782 -15.206 3.099 0.114
H -20.615 -12.475 2.602 0.120
H -19.975 -13.820 1.771 0.111
H -17.836 -14.191 4.590 0.084
H -18.235 -12.531 4.061 0.079
H -18.028 -13.743 2.936 0.072
C -9.917 -4.921 -12.514 -0.106
O -9.356 -6.192 -12.438 -0.164
C -9.147 -6.844 -13.580 -0.316
C -8.680 -8.215 -13.168 -0.164
N -8.416 -8.944 -14.419 -0.109
C -8.088 -10.294 -14.162 -0.225
C -7.880 -11.032 -15.549 -0.203
O -7.671 -12.438 -15.437 -0.181
C -8.805 -13.220 -15.593 -0.137
H -9.163 -4.241 -12.912 0.086
H -10.193 -4.565 -11.521 0.091
H -10.751 -4.780 -13.200 0.087
H -8.620 -6.319 -14.377 0.128
H -10.073 -6.946 -14.146 0.119
H -9.278 -8.784 -12.457 0.136
H -7.654 -8.017 -12.856 0.121
H -7.687 -8.525 -14.980 0.116
H -8.843 -10.845 -13.601 0.119
H -7.106 -10.280 -13.689 0.117
H -6.951 -10.592 -15.912 0.108
H -8.527 -10.643 -16.335 0.117
H -9.555 -12.919 -14.861 0.085
H -8.477 -14.205 -15.263 0.087
H -9.195 -13.363 -16.601 0.087
C -12.988 -6.129 -6.068 -0.059
C -13.637 -6.704 -4.833 -0.476
C -13.053 -8.053 -4.442 -0.154
O -13.645 -8.689 -3.247 -0.203
C -15.051 -9.005 -3.341 -0.110
N -13.391 -5.819 -3.742 0.024
H -12.756 -5.076 -5.910 0.073
H -13.630 -6.282 -6.936 0.077
H -11.973 -6.427 -6.333 0.079
H -14.726 -6.702 -4.885 0.128
H -11.988 -8.093 -4.214 0.133
H -13.271 -8.727 -5.270 0.117
H -15.485 -9.509 -2.477 0.085
H -15.287 -9.595 -4.226 0.078
H -15.715 -8.148 -3.454 0.070
H -13.663 -6.267 -2.878 0.069
H -14.086 -5.086 -3.759 0.078